[1]
The following is a quantum chemistry calculation of a 11-piece molecular cluster, C17H56O11 overall in a non-equilibrium geometry, from the OMol25 dataset.

Geometry (Å):
C 17.6988 -31.1351 -11.3875
C 17.0200 -29.9483 -12.1858
O 17.2925 -28.7213 -11.4658
H 17.5413 -31.1952 -10.3100
H 18.7508 -31.3459 -11.5830
H 17.2795 -32.0847 -11.7294
H 15.9470 -30.0316 -12.3480
H 17.5852 -29.8334 -13.1114
H 18.2060 -28.8600 -11.1951
C 20.7666 -25.9051 -9.1784
C 19.4538 -26.6481 -9.2365
O 19.7368 -28.0460 -9.2746
H 20.6906 -24.8181 -9.1329
H 21.5207 -26.2387 -9.8892
H 21.1958 -26.1111 -8.1944
H 19.0825 -26.5398 -10.2563
H 18.6821 -26.3125 -8.5441
H 19.9019 -28.5264 -8.4598
C 16.4276 -34.7231 -12.9217
C 15.1140 -35.4782 -12.9915
O 14.0374 -34.8017 -12.2974
H 16.7420 -34.6212 -11.8826
H 16.3922 -33.7957 -13.4933
H 17.2176 -35.3351 -13.3610
H 15.2732 -36.4088 -12.4424
H 14.7993 -35.7693 -13.9923
H 14.2292 -34.5380 -11.3888
C 11.9583 -29.6090 -9.6360
C 12.4226 -29.5277 -11.0736
O 13.3895 -28.5391 -11.1981
H 11.0666 -30.2363 -9.5961
H 11.7224 -28.6289 -9.2223
H 12.7433 -30.0354 -9.0101
H 11.5639 -29.3843 -11.7309
H 12.8872 -30.4411 -11.4539
H 14.1087 -28.8538 -10.6406
C 15.7177 -33.3378 -7.9933
C 14.7770 -33.0505 -9.1666
O 14.3400 -34.2858 -9.6657
H 15.0729 -33.4644 -7.1222
H 16.4767 -32.5919 -7.7570
H 16.3142 -34.2427 -8.1161
H 15.3324 -32.4456 -9.8844
H 13.9077 -32.4648 -8.8638
H 14.2949 -34.8303 -8.8752
C 18.3192 -27.5139 -15.8983
C 19.0057 -28.1984 -17.0809
O 19.1503 -27.3523 -18.1827
H 17.2456 -27.6434 -16.0335
H 18.5814 -26.4611 -15.7892
H 18.6191 -27.8977 -14.9222
H 18.3937 -29.0720 -17.3153
H 19.9148 -28.6877 -16.7247
H 18.6980 -27.7668 -18.9206
C 13.9122 -31.6622 -14.1552
O 13.3438 -32.8944 -14.6151
H 13.1008 -31.0264 -13.8008
H 14.7543 -31.7841 -13.4726
H 14.3524 -31.2036 -15.0422
H 13.3643 -33.3606 -13.7713
C 15.8500 -29.3938 -7.9633
O 15.5170 -29.0519 -9.3144
H 14.9677 -29.5214 -7.3371
H 16.3540 -30.3585 -7.8730
H 16.5498 -28.6537 -7.5737
H 16.3614 -29.0901 -9.7789
C 19.8764 -33.0912 -8.4561
O 20.2550 -32.8762 -7.1316
H 18.8468 -32.8303 -8.7051
H 20.5402 -32.5803 -9.1543
H 19.9927 -34.1571 -8.6603
H 19.6169 -32.6009 -6.4718
C 18.3416 -25.2839 -12.7538
O 19.7376 -25.2168 -12.9563
H 18.0637 -26.1252 -12.1188
H 18.0023 -24.3514 -12.3029
H 17.9219 -25.4710 -13.7431
H 19.9853 -24.2964 -12.8481
C 20.2636 -33.4683 -13.4542
O 21.2832 -34.4586 -13.5643
H 20.4927 -32.5890 -14.0552
H 19.2912 -33.9384 -13.5980
H 20.4051 -33.2016 -12.4051
H 21.7830 -34.1853 -14.3374

Values from the calculation:
* 2S+1: 1
* HOMO energy: -9.650 eV
* structure (SMILES): CCO.CCO.CCO.CCO.CCO.CCO.CO.CO.CO.CO.CO
* orbital gap: 9.74 eV

From a Löwdin analysis of the wavefunction, the atomic charges in e read: -0.06 -0.21 -0.11 0.05 0.06 0.05 0.10 0.10 0.06 -0.09 -0.30 -0.09 0.07 0.08 0.07 0.08 0.12 0.08 -0.10 -0.28 -0.11 0.07 0.07 0.07 0.10 0.12 0.02 -0.08 -0.35 -0.08 0.07 0.08 0.05 0.11 0.09 0.03 -0.08 -0.29 -0.08 0.08 0.05 0.08 0.10 0.11 0.10 -0.09 -0.35 -0.05 0.07 0.07 0.06 0.11 0.10 0.08 -0.16 -0.12 0.07 0.05 0.08 0.03 -0.12 -0.13 0.08 0.05 0.08 0.04 -0.18 -0.11 0.05 0.08 0.08 0.08 -0.16 -0.13 0.05 0.09 0.06 0.07 -0.15 -0.13 0.08 0.06 0.07 0.07

[2]
The following is a quantum chemistry calculation of C17H58F2NO18PtS2 as an isolated structure in a non-equilibrium geometry, from the OMol25 dataset.

Geometry (Å):
Pt 30.0580 -13.6427 -1.1838
N 30.8222 -14.5798 0.5027
S 30.9540 -16.1071 0.9879
O 30.3066 -16.6106 2.1859
O 32.0874 -16.9055 0.5521
F 29.8504 -16.6257 -0.0384
S 31.3147 -14.0565 2.0913
O 32.5700 -14.4944 2.6620
O 30.2120 -13.7241 2.9314
F 31.7671 -12.5892 1.5614
C 35.7665 -15.6103 -1.6744
C 36.1316 -15.7267 -3.1351
C 34.7669 -16.0712 -3.7762
O 33.8265 -15.2845 -2.9651
C 34.5537 -14.7647 -1.7929
H 36.4627 -15.1087 -1.0022
H 35.5604 -16.5643 -1.1891
H 36.8763 -16.4807 -3.3901
H 36.6275 -14.7719 -3.3100
H 34.6573 -17.1456 -3.6288
H 34.8003 -15.7948 -4.8301
H 33.9116 -14.7873 -0.9124
H 34.7749 -13.7141 -1.9813
C 24.6872 -16.3324 0.8631
C 24.9212 -17.7579 0.3555
C 26.4180 -17.8300 0.1822
O 26.7278 -16.4985 -0.2317
C 25.8171 -15.5562 0.3519
H 24.5328 -16.2823 1.9410
H 23.7227 -15.9934 0.4851
H 24.5069 -17.9971 -0.6240
H 24.6666 -18.5358 1.0753
H 26.7255 -18.5717 -0.5549
H 26.8922 -18.0377 1.1414
H 25.5977 -14.6906 -0.2732
H 26.3659 -15.2925 1.2560
O 28.7170 -12.3817 0.1413
H 29.2161 -12.0156 0.8715
H 27.8655 -11.9473 0.1911
O 29.4038 -12.1255 -2.5431
H 29.6765 -11.2205 -2.6941
H 28.5949 -12.2195 -3.0462
O 28.3376 -14.8559 -1.7713
H 28.2560 -14.9225 -2.7227
H 27.6857 -15.4687 -1.4311
O 31.8519 -12.2966 -0.9403
H 31.9597 -11.3902 -1.2285
H 32.6777 -12.5102 -0.5060
O 28.6619 -14.8387 -4.4900
H 29.5349 -15.0727 -4.8051
H 28.1436 -14.7194 -5.2859
O 27.4147 -11.6327 -4.4874
H 28.1942 -11.2378 -4.8781
H 26.7789 -10.9184 -4.4459
O 34.2141 -12.3057 0.4385
H 34.9165 -12.9380 0.5911
H 34.1596 -11.8063 1.2532
O 26.4313 -12.8614 -2.3564
H 26.8327 -12.5137 -3.1527
H 25.6821 -13.3695 -2.6674
O 31.2106 -14.9991 -2.6016
H 31.9920 -14.8198 -3.1246
H 31.0795 -15.9439 -2.6821
C 29.8119 -19.9458 -3.2520
C 30.9726 -19.0318 -3.7929
C 30.6836 -18.4148 -5.1043
O 31.2235 -18.0425 -2.8353
H 28.9792 -19.3220 -2.9271
H 30.0758 -20.3938 -2.2940
H 29.5202 -20.8145 -3.8423
H 31.8499 -19.6680 -3.9094
H 31.4015 -17.6877 -5.4837
H 29.7692 -17.8264 -5.0289
H 30.5914 -19.1668 -5.8880
H 31.2686 -18.5268 -2.0076
C 26.2291 -9.2701 1.2412
C 26.2073 -9.9661 -0.1129
C 27.2965 -9.5173 -1.0846
O 26.2795 -11.3114 0.0278
H 26.5540 -8.2301 1.2110
H 26.9606 -9.8039 1.8480
H 25.2878 -9.3641 1.7828
H 25.2212 -9.7404 -0.5188
H 28.3026 -9.7522 -0.7373
H 27.3511 -8.4346 -1.1984
H 26.9049 -9.8517 -2.0453
H 26.3019 -11.6568 -0.8677
C 31.3217 -7.7118 -1.7351
C 32.4075 -8.5094 -2.3613
C 33.5715 -8.8289 -1.4134
O 31.8147 -9.7867 -2.7470
H 30.8020 -7.1549 -2.5148
H 31.6799 -6.9405 -1.0533
H 30.5780 -8.3270 -1.2288
H 32.7486 -8.0981 -3.3113
H 33.2510 -9.3863 -0.5332
H 34.1430 -7.9384 -1.1516
H 34.2059 -9.4304 -2.0644
H 31.5657 -9.7257 -3.6722

Values from the calculation:
* 2S+1: 3
* HOMO energy (spin up / spin down): -11.004 / -11.663 eV
* charge: +1
* expectation value of S²: 2.004
* orbital gap (spin up / spin down): 8.04 / 8.63 eV

From a Löwdin analysis of the wavefunction, the atomic charges in e read: 1.29 -0.40 0.48 -0.24 -0.27 -0.21 0.58 -0.24 -0.24 -0.23 -0.18 -0.17 -0.14 -0.18 -0.19 0.12 0.13 0.12 0.12 0.12 0.12 0.11 0.12 -0.17 -0.15 -0.18 -0.19 -0.19 0.12 0.11 0.12 0.12 0.13 0.13 0.12 0.13 -0.09 0.06 0.01 -0.11 0.06 0.01 -0.12 0.01 0.04 -0.12 0.03 0.00 -0.02 0.05 0.06 -0.02 0.08 0.08 -0.03 0.06 0.06 -0.03 -0.03 0.08 -0.10 0.04 0.03 -0.03 -0.50 -0.06 -0.05 0.07 0.07 0.08 0.13 0.08 0.07 0.09 0.09 -0.03 -0.53 -0.04 -0.04 0.08 0.08 0.09 0.14 0.08 0.08 0.07 0.05 -0.06 -0.46 -0.03 -0.09 0.08 0.09 0.07 0.14 0.08 0.09 0.08 0.09

[3]
The following is a quantum chemistry calculation of a 13-piece molecular cluster, C17H60N18O13 overall in a non-equilibrium geometry, from the OMol25 dataset.

Geometry (Å):
C 9.5527 7.5219 12.8481
O 10.3436 6.5407 12.6030
N 8.4437 7.5343 13.7530
N 9.8420 8.8942 12.3858
H 8.3084 6.6752 14.2269
H 8.2454 8.3798 14.2845
H 9.3976 9.6607 12.8382
H 10.8387 9.0207 12.2505
C 13.8844 6.5733 10.6642
O 15.0198 6.7776 11.1052
N 13.0676 5.6164 11.2506
N 13.3652 7.2791 9.5698
H 13.3491 4.8807 11.8405
H 12.0544 5.5805 11.0711
H 12.5546 6.8561 9.1353
H 13.8794 7.9545 9.0702
C 7.7428 11.8198 9.2093
O 8.6141 11.2913 8.4731
N 7.5515 13.1558 9.3801
N 6.8359 11.0936 10.0218
H 8.3096 13.8067 9.0855
H 6.8077 13.5456 9.9833
H 6.9694 10.0871 10.1196
H 6.5823 11.5466 10.8873
C 8.6152 11.3070 15.1633
O 8.5081 10.2603 14.5088
N 8.1628 11.5178 16.4628
N 9.2707 12.4318 14.6231
H 8.5852 12.3217 16.9119
H 8.0978 10.7889 17.1581
H 9.3263 12.4568 13.6306
H 8.9259 13.3397 14.9866
C 10.9496 8.8097 7.8313
O 12.0136 8.3209 7.4115
N 10.7422 9.2938 9.0685
N 9.7321 8.7267 7.0135
H 9.8734 9.7476 9.2803
H 11.5470 9.5625 9.6451
H 9.0037 9.3692 7.3810
H 9.6347 8.5197 6.0125
C 15.1062 10.5422 12.2092
O 14.5691 11.6733 12.5322
N 14.8618 9.4115 12.8868
N 16.0774 10.4633 11.2870
H 14.0588 9.3570 13.5066
H 15.1190 8.4669 12.5690
H 16.0903 11.0784 10.5061
H 16.4945 9.5738 11.0369
C 10.5179 14.6047 8.1517
O 9.5830 15.0090 8.9187
N 10.4250 13.3061 7.5753
N 11.6149 15.3798 7.8784
H 9.8080 12.5674 7.9456
H 11.0322 13.0539 6.8056
H 12.2706 15.0974 7.2014
H 11.9048 16.1944 8.3722
C 11.0263 14.9638 14.5797
O 10.2013 15.3583 15.3635
N 12.3122 14.6336 15.0038
N 10.8272 14.8456 13.1699
H 13.0337 14.2416 14.4407
H 12.4050 14.4937 16.0125
H 9.9297 15.1854 12.8898
H 11.5334 14.5697 12.5081
C 14.2933 16.6821 10.2190
O 13.8450 17.4658 9.3771
N 13.7804 16.4404 11.4110
N 15.5076 16.0138 9.9248
H 12.9523 16.9505 11.7086
H 14.0906 15.7813 12.0973
H 15.6832 16.3760 9.0192
H 15.5579 15.0017 10.0150
C 12.0809 10.3963 15.4469
C 11.7642 8.9106 15.4884
O 12.3629 8.4067 14.2818
H 11.3559 11.0728 14.9794
H 12.9945 10.5375 14.9282
H 12.2425 10.8370 16.4448
H 10.6691 8.7849 15.5837
H 12.2777 8.3593 16.2700
H 11.9264 7.5910 13.9747
C 16.6415 13.5671 14.0151
C 15.8284 14.2815 12.9888
O 14.4442 14.1475 13.2457
H 16.4287 12.4977 13.9853
H 16.4620 13.9682 14.9974
H 17.7189 13.6319 13.8569
H 15.9713 13.9033 11.9640
H 16.1087 15.3298 12.9505
H 14.2555 13.2259 13.0975
C 14.6318 10.9450 8.1536
C 16.1387 11.3017 7.9842
O 16.3824 12.6059 8.4793
H 14.0978 11.4361 7.3500
H 14.1521 11.2160 9.1107
H 14.4787 9.8981 7.9184
H 16.4302 11.2103 6.9391
H 16.7170 10.6110 8.5794
H 17.2974 12.8151 8.3331
C 11.7518 12.8861 10.6183
C 11.1419 11.6708 11.2147
O 12.1526 10.6044 11.2873
H 11.9563 12.7633 9.5266
H 12.6961 13.0893 11.1278
H 11.0382 13.7730 10.6612
H 10.4381 11.2034 10.4986
H 10.6921 11.9015 12.2005
H 12.9731 11.0780 11.5516

Values from the calculation:
* 2S+1: 1
* HOMO energy: -9.338 eV
* orbital gap: 9.48 eV

Löwdin population analysis, charges in e, atoms 1 to 99: -0.48 -0.05 0.14 0.15 0.08 0.05 0.02 0.06 -0.61 -0.03 0.15 0.17 0.08 0.09 0.08 0.06 -0.58 -0.05 0.16 0.13 0.05 0.12 0.10 0.08 -0.57 -0.02 0.16 0.15 0.10 0.11 0.06 0.10 -0.60 -0.03 0.18 0.11 0.05 0.08 0.05 0.09 -0.58 -0.07 0.21 0.20 0.07 0.10 0.06 0.12 -0.57 -0.06 0.15 0.19 0.05 0.09 0.09 0.08 -0.65 0.02 0.16 0.16 0.03 0.11 0.09 0.05 -0.67 0.00 0.20 0.14 0.12 0.05 0.07 0.07 -0.07 -0.26 -0.12 0.05 0.04 0.08 0.10 0.11 0.07 -0.07 -0.32 -0.15 0.07 0.08 0.08 0.10 0.11 0.02 -0.06 -0.30 -0.08 0.07 0.07 0.06 0.11 0.09 0.08